No. 1
Formula: C24H20N3O2
Source: the OMol25 dataset
Level of theory: ωB97M-V with the def2-TZVPD basis set

As for the relative energy (zero: lowest compared OMol25 entry of this formula, charge and spin): 0.2215 eV. Its total energy is -1241.18702 Eh. Its frontier orbital gap is 4.72 eV. For the HOMO energy, the calculation gives -2.87 eV.

The geometry in ORCA input format:
```
! wB97M-V def2-TZVPD RIJCOSX def2/J DEFGRID3
* xyz -1 1
C -4.67 -1.09 -1.42
C -4.01 -2.23 -1.88
C -2.62 -2.31 -1.84
C -1.85 -1.28 -1.24
C -0.39 -1.34 -1.05
N 0.21 -0.16 -0.96
C 1.31 0.39 -1.34
C 1.45 1.80 -1.42
N 1.69 2.93 -1.61
C 0.35 -2.60 -0.98
C -0.31 -3.85 -0.88
C 0.38 -5.05 -1.08
C 1.76 -5.03 -1.34
C 2.45 -3.81 -1.25
C 1.76 -2.63 -0.98
C -2.52 -0.08 -0.91
C -3.91 0.01 -0.98
H -5.76 -1.03 -1.44
H -4.58 -3.08 -2.28
H -2.11 -3.17 -2.29
H 2.14 -0.16 -1.78
H -1.37 -3.89 -0.63
H -0.16 -5.99 -1.06
H 2.30 -5.95 -1.56
H 3.54 -3.76 -1.36
H 2.33 -1.73 -0.75
H -1.92 0.77 -0.60
H -4.39 0.95 -0.70
C 0.40 6.15 1.04
C 0.67 4.71 1.36
C 1.98 4.24 1.28
C 2.25 2.89 1.47
C 1.20 1.97 1.71
C 1.46 0.55 1.74
C 0.68 -0.37 2.39
N 1.11 -1.69 2.50
O 0.44 -2.58 3.09
O 2.24 -1.93 1.97
C -0.10 2.48 1.91
C -0.36 3.84 1.71
H -0.65 6.39 1.18
H 1.00 6.83 1.65
H 0.66 6.34 -0.01
H 2.79 4.93 1.03
H 3.27 2.51 1.40
H 2.41 0.22 1.32
H -0.26 -0.11 2.89
H -0.91 1.80 2.18
H -1.37 4.23 1.81
*
```

---

No. 2
Formula: C19H26N2O4S
Source: the OMol25 dataset
Level of theory: ωB97M-V with the def2-TZVPD basis set

As for the relative energy (zero: lowest compared OMol25 entry of this formula, charge and spin): 1.0159 eV. Its total energy is -1548.31933 Eh. Its frontier orbital gap is 8.80 eV. For the HOMO energy, the calculation gives -8.39 eV. Its SMILES is CCOC(=O)CCNC(=O)N1CCC[C@H](C(=O)c2ccccc2SC)C1.

The geometry in ORCA input format:
```
! wB97M-V def2-TZVPD RIJCOSX def2/J DEFGRID3
* xyz 0 1
C 5.83 0.60 -0.55
C 4.74 0.33 0.48
O 4.13 -0.94 0.29
C 3.19 -1.03 -0.64
O 2.90 -0.15 -1.42
C 2.49 -2.37 -0.60
C 1.22 -2.21 0.27
N 0.40 -1.11 -0.16
C 0.72 0.14 0.34
O 1.47 0.28 1.28
N 0.10 1.20 -0.25
C 0.54 2.54 0.08
C -0.62 3.42 0.55
C -1.73 3.42 -0.49
C -2.16 1.98 -0.79
C -2.86 1.42 0.45
O -3.63 2.09 1.09
C -2.53 0.02 0.86
C -1.85 -0.16 2.06
C -1.54 -1.42 2.52
C -1.92 -2.53 1.78
C -2.61 -2.37 0.59
C -2.93 -1.10 0.13
S -3.83 -0.82 -1.37
C -4.60 -2.43 -1.72
C -0.94 1.17 -1.25
H 6.31 1.54 -0.34
H 6.58 -0.20 -0.53
H 5.39 0.64 -1.55
H 5.16 0.29 1.49
H 3.97 1.10 0.43
H 3.14 -3.12 -0.16
H 2.21 -2.66 -1.61
H 0.63 -3.13 0.22
H 1.51 -2.01 1.30
H 0.15 -1.14 -1.14
H 1.30 2.45 0.86
H 1.00 2.99 -0.81
H -0.26 4.43 0.72
H -1.01 3.03 1.49
H -2.59 3.98 -0.13
H -1.38 3.89 -1.42
H -2.90 1.97 -1.59
H -1.56 0.71 2.64
H -1.00 -1.55 3.44
H -1.68 -3.52 2.12
H -2.91 -3.24 0.03
H -5.31 -2.25 -2.51
H -3.85 -3.15 -2.06
H -5.11 -2.79 -0.83
H -1.24 0.14 -1.46
H -0.56 1.61 -2.18
*
```

---

No. 3
Formula: C22H28N2O5S
Source: the OMol25 dataset
Level of theory: ωB97M-V with the def2-TZVPD basis set

As for the relative energy (zero: lowest compared OMol25 entry of this formula, charge and spin): 0.0000 eV. Its total energy is -1739.12543 Eh. Its frontier orbital gap is 9.83 eV. For the HOMO energy, the calculation gives -9.23 eV. Its SMILES is CCOC(=O)C1(CCCc2ccccc2)CCN(C(=O)CN2C(=O)CSC2=O)CC1.

The geometry in ORCA input format:
```
! wB97M-V def2-TZVPD RIJCOSX def2/J DEFGRID3
* xyz 0 1
C -1.78 -4.54 -1.61
C -2.68 -3.46 -1.02
O -1.94 -2.28 -0.70
C -1.31 -2.27 0.48
O -1.34 -3.17 1.27
C -0.61 -0.93 0.73
C -1.76 0.01 1.15
C -1.33 1.41 1.61
C -2.56 2.31 1.83
C -3.30 2.56 0.54
C -2.76 3.41 -0.41
C -3.41 3.62 -1.61
C -4.61 2.99 -1.87
C -5.16 2.15 -0.92
C -4.51 1.93 0.27
C 0.08 -0.44 -0.56
C 1.22 -1.38 -0.93
N 2.17 -1.45 0.15
C 3.33 -0.77 0.23
O 4.02 -0.74 1.23
C 3.78 -0.03 -1.04
N 4.97 0.73 -0.68
C 4.84 1.81 0.15
O 3.78 2.32 0.42
C 6.19 2.28 0.63
S 7.44 1.23 -0.15
C 6.22 0.22 -0.94
O 6.45 -0.73 -1.63
C 1.59 -1.99 1.37
C 0.44 -1.10 1.83
H -1.25 -4.15 -2.48
H -2.38 -5.39 -1.91
H -1.05 -4.86 -0.87
H -3.17 -3.84 -0.12
H -3.43 -3.14 -1.75
H -2.44 0.12 0.30
H -2.31 -0.47 1.97
H -0.78 1.34 2.55
H -0.69 1.87 0.87
H -3.23 1.84 2.56
H -2.22 3.26 2.25
H -1.82 3.91 -0.21
H -2.98 4.29 -2.35
H -5.13 3.17 -2.81
H -6.10 1.66 -1.12
H -4.94 1.27 1.01
H -0.65 -0.38 -1.37
H 0.49 0.56 -0.38
H 1.70 -1.06 -1.85
H 0.82 -2.39 -1.09
H 4.05 -0.73 -1.83
H 3.02 0.68 -1.37
H 6.35 3.33 0.37
H 6.25 2.18 1.71
H 2.37 -2.03 2.12
H 1.23 -3.01 1.17
H -0.03 -1.55 2.71
H 0.84 -0.13 2.11
*
```

---

No. 4
Formula: H41O20
Source: the OMol25 dataset
Level of theory: ωB97M-V with the def2-TZVPD basis set

As for the relative energy (zero: lowest compared OMol25 entry of this formula, charge and spin): 4.2524 eV. Its total energy is -1529.05001 Eh. Its frontier orbital gap is 10.06 eV. For the HOMO energy, the calculation gives -13.28 eV.

The geometry in ORCA input format:
```
! wB97M-V def2-TZVPD RIJCOSX def2/J DEFGRID3
* xyz 1 1
O -1.20 -3.11 -3.91
H 2.07 -0.03 -0.60
O 1.93 -4.03 0.24
H 2.41 -3.51 -0.40
H 1.05 -0.07 4.57
O 2.01 1.97 -1.53
H 2.62 2.07 -2.28
H 2.59 2.05 -0.76
O -2.51 3.40 2.41
H -2.84 2.65 1.91
H -3.19 -2.76 -3.14
O 3.16 2.69 3.58
H 0.20 4.84 -1.60
H -3.14 4.12 2.31
O 2.07 -0.45 0.29
H -1.27 -3.54 2.62
H 4.00 3.00 3.20
O 0.89 2.49 1.38
H -0.01 -2.20 1.85
H -0.81 -3.43 -0.98
O -4.89 -0.05 0.66
H -5.10 -0.58 -0.12
H -5.73 0.43 0.75
O 0.65 4.98 -2.45
H 1.41 4.46 -2.16
H 2.83 2.26 2.78
O 3.51 -3.19 -3.76
H 1.69 0.42 0.61
H 3.42 -2.33 -3.33
O 0.70 -0.66 -2.10
H 0.38 -1.40 -2.63
H 0.23 2.93 0.84
O -1.03 -3.32 1.71
H -0.61 -4.09 1.31
H -1.51 1.92 -0.97
O 4.99 -0.33 -1.22
H 4.84 -1.03 -0.58
H 5.94 -0.28 -1.35
O -2.72 0.13 3.74
H 2.28 -4.91 0.38
H -1.90 0.28 3.26
O 0.50 -1.31 2.04
H 4.03 -3.76 -3.19
H -0.30 -3.39 -3.71
O -3.46 -2.00 -2.61
H 0.11 -0.01 -2.52
H -2.58 -1.76 -2.32
O -1.63 2.10 -0.03
H -1.39 3.03 0.01
H -3.36 0.21 3.02
O -0.25 -2.66 -0.78
H -1.60 -3.85 -4.36
H 0.22 2.39 2.09
O 0.69 0.50 3.89
H 1.19 -1.84 2.50
H 0.10 1.16 4.25
O -3.55 3.32 -1.54
H -3.10 2.67 -2.10
H -4.33 3.42 -2.09
H 1.02 -0.93 1.22
H 0.34 -3.19 -0.21
*
```

---

Which value of relative energy (zero: lowest compared OMol25 entry of this formula, charge and spin) does entry 2 give?
1.0159 eV